## a
Density functional theory data (ωB97M-V with the def2-TZVPD basis set) for one molecule with the formula C3H9NS.

Its spin multiplicity is 1. The value obtained for the HOMO-LUMO gap is 9.65 eV. The value obtained for the LUMO energy is 0.78 eV. The HOMO energy comes out at -8.9 eV. The SMILES is NCCCS.

Each line ends with the natural charge from an NBO analysis.
Atoms and positions in Å:
N (1.54042, -1.17811, 0.45195)  -0.81
C (1.01261, -0.20503, -0.58477)  -0.27
C (-0.04901, 0.67263, -0.18907)  -0.43
C (-1.57079, 0.55992, 0.38515)  -0.58
S (-2.46211, -0.88499, -0.16549)  -0.03
H (1.96207, -0.43710, 1.05001)  0.33
H (2.46377, -1.55520, 0.00133)  0.34
H (0.60605, -0.97911, -1.15491)  0.22
H (1.84611, 0.54502, -0.97942)  0.19
H (-0.03834, 1.32952, -1.19763)  0.22
H (0.02275, 1.66252, 0.58666)  0.21
H (-2.22386, 1.50864, 0.00147)  0.25
H (-1.57762, 0.91166, 1.61914)  0.21
H (-1.53206, -1.95038, 0.17557)  0.15



## b
Density functional theory data (ωB97M-V with the def2-TZVPD basis set) for a 2-piece molecular cluster, C3H9NS overall.

Its spin multiplicity is 1. The value obtained for the HOMO-LUMO gap is 7.90 eV. The value obtained for the LUMO energy is -1.33 eV. The HOMO energy comes out at -9.2 eV.

Each line ends with the natural charge from an NBO analysis.
Atoms and positions in Å:
C (-1.44269, 0.36061, 1.62782)  -0.42
N (-0.37801, -0.54028, 0.93421)  -0.60
C (0.02377, 0.11690, -0.31950)  -0.25
C (1.41696, -0.25986, -0.87801)  -0.58
S (1.56689, 0.38480, -2.54013)  0.04
H (-1.06976, 0.76696, 2.59520)  0.20
H (-1.67732, 1.06534, 0.87586)  0.19
H (-2.35144, -0.22126, 1.86503)  0.20
H (0.45900, -0.30808, 1.50375)  0.34
H (-0.03784, 1.24525, -0.42712)  0.17
H (-0.63644, -0.12633, -1.09230)  0.19
H (1.57630, -1.36895, -0.82904)  0.22
H (2.31003, 0.07160, -0.33107)  0.22
H (0.24054, -1.18669, -2.98471)  0.09



Computed relative energies in units of kcal/mol: a 0.0; b 5.4